Entry 1:
This record from OMol25 describes a cluster of 3 separate species, C36H32N3O6 in total. The level of theory is wB97M-V/def2-TZVPD.

The value obtained for the highest occupied orbital energy is -11.17 eV. The LUMO energy comes out at -3.15 eV. The HOMO-LUMO gap is 0.2948 hartree. The total charge is +1. For the total energy, the calculation gives -2006.57223 Eh. Its strongest force on any atom is 1.098 eV Å⁻¹.

Structure (XYZ):
```
77
C36H32N3O6 wB97M-V/def2-TZVPD
N 1.190 -1.630 -2.570
C 2.205 -2.220 -3.269
N 2.969 -3.213 -2.795
C 4.023 -3.525 -3.778
C 3.683 -2.616 -4.995
C 4.803 -1.678 -5.433
C 5.078 -0.560 -4.421
C 6.469 0.085 -4.582
C 7.296 0.179 -3.291
O 6.904 -0.865 -2.371
C 7.831 -1.175 -1.426
O 8.422 -0.376 -0.777
N 2.491 -1.903 -4.513
H 0.250 -1.970 -2.685
H 1.333 -0.878 -1.919
H 3.245 -3.058 -1.831
H 5.027 -3.366 -3.383
H 3.927 -4.565 -4.078
H 3.401 -3.260 -5.828
H 4.548 -1.254 -6.409
H 5.694 -2.295 -5.580
H 4.319 0.217 -4.551
H 4.956 -0.947 -3.408
H 6.334 1.102 -4.952
H 7.045 -0.454 -5.336
H 7.197 1.155 -2.815
H 8.356 0.047 -3.515
H 7.951 -2.263 -1.312
H 2.263 -0.963 -4.807
C 0.118 3.047 0.927
C -0.740 3.965 1.520
C -2.077 3.997 1.163
C -2.561 3.112 0.209
C -1.698 2.200 -0.401
C -0.358 2.174 -0.034
C -2.188 1.256 -1.441
O -1.444 0.447 -1.967
C -3.625 1.327 -1.823
C -4.103 0.487 -2.823
C -5.439 0.529 -3.184
C -6.307 1.405 -2.543
C -5.838 2.245 -1.548
C -4.497 2.214 -1.188
C -4.014 3.145 -0.128
O -4.775 3.895 0.442
H 1.158 3.010 1.225
H -0.370 4.643 2.277
H -2.762 4.692 1.628
H 0.299 1.455 -0.504
H -3.417 -0.192 -3.311
H -5.807 -0.123 -3.965
H -7.352 1.433 -2.824
H -6.500 2.936 -1.042
C -6.279 -0.899 4.229
C -5.841 -0.001 3.261
C -4.523 0.422 3.251
C -3.638 -0.044 4.217
C -4.081 -0.932 5.197
C -5.402 -1.363 5.195
C -3.163 -1.421 6.266
O -3.540 -2.202 7.111
C -1.761 -0.907 6.262
C -0.897 -1.304 7.275
C 0.409 -0.846 7.288
C 0.862 0.006 6.286
C 0.005 0.406 5.275
C -1.310 -0.044 5.261
C -2.222 0.418 4.177
O -1.831 1.147 3.289
H -7.308 -1.231 4.232
H -6.531 0.369 2.514
H -4.167 1.120 2.505
H -5.728 -2.056 5.958
H -1.264 -1.969 8.045
H 1.079 -1.152 8.081
H 1.884 0.361 6.300
H 0.337 1.073 4.491
```

Löwdin analysis output, partial charges in e:
1 N 0.178
2 C -0.369
3 N 0.138
4 C -0.061
5 C -0.243
6 C -0.144
7 C -0.188
8 C -0.138
9 C -0.154
10 O -0.083
11 C -0.340
12 O 0.124
13 N 0.177
14 H 0.120
15 H 0.110
16 H 0.169
17 H 0.129
18 H 0.128
19 H 0.150
20 H 0.129
21 H 0.129
22 H 0.112
23 H 0.096
24 H 0.118
25 H 0.113
26 H 0.129
27 H 0.131
28 H 0.147
29 H 0.176
30 C -0.057
31 C -0.047
32 C 0.008
33 C -0.082
34 C -0.085
35 C -0.012
36 C -0.272
37 O 0.062
38 C -0.085
39 C -0.007
40 C -0.054
41 C -0.048
42 C 0.004
43 C -0.080
44 C -0.282
45 O 0.117
46 H 0.108
47 H 0.113
48 H 0.126
49 H 0.102
50 H 0.114
51 H 0.109
52 H 0.112
53 H 0.124
54 C -0.051
55 C -0.052
56 C 0.000
57 C -0.081
58 C -0.081
59 C 0.002
60 C -0.276
61 O 0.114
62 C -0.080
63 C 0.002
64 C -0.053
65 C -0.058
66 C -0.007
67 C -0.083
68 C -0.272
69 O 0.097
70 H 0.110
71 H 0.108
72 H 0.111
73 H 0.122
74 H 0.122
75 H 0.109
76 H 0.107
77 H 0.115

=====

Entry 2:
This record from OMol25 describes a structure of composition C36H32N5O5RuTe. The level of theory is wB97M-V/def2-TZVPD.

The expectation value of S² is 6.045. The value obtained for the highest occupied orbital energy (alpha / beta) is -14.86 / -14.86 eV. The energy relative to the best compared isomer or geometry (same formula, charge and spin) is 0.038 eV. The LUMO energy (alpha / beta) comes out at -7.27 / -10.71 eV. As for the multiplicity: 5. The HOMO-LUMO gap (alpha / beta) is 0.2790 / 0.1524 hartree. The total charge is +3. For the total energy, the calculation gives -2402.98271 Eh. Its strongest force on any atom is 2.223 eV Å⁻¹.

Structure (XYZ):
```
80
C36H32N5O5RuTe wB97M-V/def2-TZVPD
Ru 0.096 -0.137 0.218
C 5.603 3.756 5.250
C 5.925 3.387 3.859
C 7.222 3.003 3.471
C 7.513 2.697 2.167
C 6.506 2.734 1.175
N 6.850 2.422 -0.110
C 6.104 2.409 -1.300
O 6.562 2.880 -2.299
N 4.832 1.855 -1.307
C 4.217 0.877 -0.554
C 4.845 0.129 0.447
C 4.094 -0.785 1.164
C 2.745 -0.937 0.884
N 2.141 -0.246 -0.092
C 2.858 0.624 -0.800
C 5.202 3.116 1.556
C 4.931 3.438 2.860
H 6.454 3.630 5.911
H 4.761 3.169 5.625
H 5.281 4.800 5.300
H 8.006 2.950 4.212
H 8.518 2.424 1.877
H 7.843 2.526 -0.324
H 4.382 2.075 -2.193
H 5.898 0.236 0.644
H 4.559 -1.386 1.928
H 2.129 -1.636 1.449
H 2.347 1.157 -1.596
H 4.430 3.217 0.810
H 3.934 3.752 3.129
N -0.425 3.997 0.638
C -0.429 3.812 -0.711
C -0.053 2.517 -0.917
N 0.186 1.930 0.297
C -0.056 2.846 1.215
H -0.666 4.854 1.117
H -0.673 4.589 -1.407
H 0.030 1.969 -1.842
H 0.022 2.696 2.274
Te -0.666 -2.466 -0.718
C -0.215 -4.568 -0.394
C 0.050 -5.035 0.884
C 0.295 -6.390 1.058
C 0.225 -7.258 -0.019
C -0.056 -6.781 -1.288
C -0.284 -5.426 -1.478
C -2.572 -2.821 0.180
C -3.558 -3.352 -0.649
C -4.819 -3.607 -0.138
C -5.086 -3.352 1.199
C -4.097 -2.838 2.027
C -2.836 -2.576 1.521
H 0.086 -4.366 1.734
H 0.534 -6.765 2.043
H 0.373 -8.318 0.136
H -0.113 -7.459 -2.127
H -0.514 -5.055 -2.467
H -3.336 -3.562 -1.686
H -5.580 -4.025 -0.780
H -6.056 -3.590 1.608
H -4.304 -2.669 3.075
H -2.063 -2.185 2.171
O -1.864 0.013 -1.228
C -2.484 0.088 -0.136
O -1.831 0.085 0.946
C -3.958 0.110 -0.112
C -4.626 -0.095 -1.332
C -6.002 -0.127 -1.417
C -6.698 0.089 -0.237
O -8.008 0.169 -0.031
C -8.209 0.461 1.330
O -6.946 0.485 1.955
C -6.025 0.292 1.002
C -4.649 0.290 1.090
H -4.030 -0.219 -2.223
H -6.511 -0.282 -2.353
H -8.858 -0.296 1.800
H -8.704 1.443 1.442
H -4.144 0.446 2.030
```

Löwdin analysis output, partial charges in e:
1 Ru 0.991
2 C 0.000
3 C -0.188
4 C 0.036
5 C 0.057
6 C -0.190
7 N 0.212
8 C -0.458
9 O 0.188
10 N 0.153
11 C -0.209
12 C 0.018
13 C -0.005
14 C -0.128
15 N -0.125
16 C -0.047
17 C 0.028
18 C 0.024
19 H 0.099
20 H 0.112
21 H 0.120
22 H 0.140
23 H 0.141
24 H 0.188
25 H 0.174
26 H 0.120
27 H 0.127
28 H 0.105
29 H 0.121
30 H 0.123
31 H 0.132
32 N 0.094
33 C -0.048
34 C -0.140
35 N -0.107
36 C -0.145
37 H 0.177
38 H 0.131
39 H 0.112
40 H 0.140
41 Te 1.501
42 C -0.478
43 C -0.141
44 C -0.067
45 C -0.056
46 C -0.058
47 C -0.139
48 C -0.474
49 C -0.121
50 C -0.064
51 C -0.065
52 C -0.071
53 C -0.136
54 H 0.094
55 H 0.114
56 H 0.118
57 H 0.117
58 H 0.097
59 H 0.107
60 H 0.117
61 H 0.113
62 H 0.117
63 H 0.104
64 O -0.147
65 C -0.672
66 O -0.164
67 C -0.074
68 C 0.066
69 C 0.083
70 C -0.129
71 O 0.156
72 C -0.070
73 O 0.145
74 C -0.124
75 C 0.118
76 H 0.144
77 H 0.147
78 H 0.180
79 H 0.182
80 H 0.152

=====

Entry 3:
This record from OMol25 describes a structure of composition C36H33BaCl2N7O5SSeSi. The level of theory is wB97M-V/def2-TZVPD.

The value obtained for the highest occupied orbital energy is -1.65 eV. The energy relative to the best compared isomer or geometry (same formula, charge and spin) is 1.354 eV. The LUMO energy comes out at 2.77 eV. The HOMO-LUMO gap is 0.1623 hartree. The total charge is -2. For the total energy, the calculation gives -6186.35956 Eh. Its strongest force on any atom is 2.638 eV Å⁻¹.

Structure (XYZ):
```
87
C36H33BaCl2N7O5SSeSi wB97M-V/def2-TZVPD
Ba -0.265 1.415 0.520
Cl -6.877 3.147 -2.221
C -5.591 2.922 -1.060
C -4.322 2.626 -1.517
C -3.245 2.417 -0.649
N -1.979 2.045 -1.119
C -1.596 2.307 -2.380
O -2.049 3.111 -3.202
C -0.414 1.458 -2.837
C -0.299 1.153 -4.189
C 0.784 0.407 -4.612
C 1.729 -0.005 -3.679
C 1.528 0.327 -2.353
N 0.481 1.044 -1.936
C -3.487 2.467 0.759
C -4.778 2.805 1.188
C -5.815 3.033 0.300
Cl -7.390 3.449 0.938
N -2.411 2.158 1.632
C -2.582 2.122 2.955
O -3.588 2.361 3.647
C -1.340 1.743 3.782
C -1.536 1.484 5.141
C -0.435 1.299 5.955
C 0.839 1.372 5.399
C 0.942 1.578 4.038
N -0.119 1.745 3.241
H -4.150 2.551 -2.579
H -1.058 1.515 -4.868
H 0.898 0.149 -5.659
H 2.601 -0.574 -3.972
H 2.222 0.011 -1.582
H -4.970 2.875 2.244
H -2.550 1.471 5.510
H -0.560 1.113 7.015
H 1.732 1.269 6.003
H 1.911 1.615 3.546
Se -0.093 -1.948 4.342
N 0.687 -1.245 2.934
C 1.986 -1.319 3.146
C 2.977 -0.814 2.237
C 4.278 -0.928 2.582
C 4.681 -1.541 3.823
C 3.784 -2.027 4.711
C 2.387 -1.925 4.402
N 1.412 -2.342 5.188
H 2.660 -0.349 1.311
H 5.038 -0.546 1.912
H 5.737 -1.602 4.055
H 4.091 -2.482 5.644
C 2.509 4.659 -0.309
Si 2.693 2.913 0.491
C 4.163 2.216 -0.562
C 3.675 3.358 2.104
H 3.468 5.190 -0.416
H 1.840 5.290 0.289
H 2.061 4.569 -1.306
H 5.077 2.820 -0.451
H 3.900 2.201 -1.628
H 4.408 1.184 -0.275
H 4.538 4.014 1.904
H 4.058 2.446 2.586
H 3.030 3.868 2.832
C 1.699 -3.923 0.039
C 0.701 -2.784 0.108
N -0.553 -3.127 0.466
O 1.051 -1.638 -0.132
H 1.234 -4.858 -0.280
H 2.138 -4.068 1.031
H 2.491 -3.652 -0.654
H -0.819 -4.095 0.447
H -1.287 -2.461 0.231
O -3.057 -5.835 -6.693
C -1.915 -5.269 -6.193
O -0.879 -5.507 -6.764
C -2.074 -4.411 -5.009
C -3.230 -4.383 -4.214
C -3.342 -3.535 -3.133
C -2.309 -2.622 -2.786
S -2.477 -1.495 -1.504
C -1.131 -2.700 -3.575
C -1.023 -3.564 -4.642
H -3.810 -5.473 -6.211
H -4.054 -5.067 -4.403
H -4.236 -3.537 -2.523
H -0.308 -2.043 -3.318
H -0.116 -3.598 -5.235
```

Löwdin analysis output, partial charges in e:
1 Ba 1.649
2 Cl 0.601
3 C -0.688
4 C -0.050
5 C -0.226
6 N -0.154
7 C -0.517
8 O 0.004
9 C -0.210
10 C -0.004
11 C -0.072
12 C -0.073
13 C -0.164
14 N -0.072
15 C -0.201
16 C -0.054
17 C -0.691
18 Cl 0.590
19 N -0.114
20 C -0.501
21 O -0.026
22 C -0.203
23 C -0.029
24 C -0.092
25 C -0.084
26 C -0.167
27 N -0.031
28 H 0.101
29 H 0.115
30 H 0.102
31 H 0.098
32 H 0.091
33 H 0.081
34 H 0.108
35 H 0.101
36 H 0.103
37 H 0.088
38 Se 1.134
39 N -0.218
40 C -0.398
41 C -0.025
42 C -0.068
43 C -0.084
44 C -0.043
45 C -0.408
46 N -0.238
47 H 0.084
48 H 0.103
49 H 0.096
50 H 0.103
51 C -0.316
52 Si 0.360
53 C -0.313
54 C -0.324
55 H 0.003
56 H -0.002
57 H -0.002
58 H 0.003
59 H -0.003
60 H -0.016
61 H 0.002
62 H -0.015
63 H -0.005
64 C -0.003
65 C -0.605
66 N 0.150
67 O -0.043
68 H 0.072
69 H 0.077
70 H 0.080
71 H 0.096
72 H -0.019
73 O 0.071
74 C -0.501
75 O 0.072
76 C -0.185
77 C -0.067
78 C -0.133
79 C -0.744
80 S 0.560
81 C -0.111
82 C -0.036
83 H 0.073
84 H 0.099
85 H 0.085
86 H 0.080
87 H 0.112

=====

Entry 4:
This record from OMol25 describes a structure of composition C36H33BiN4O3PS4. The level of theory is wB97M-V/def2-TZVPD.

The value obtained for the highest occupied orbital energy is -10.27 eV. The LUMO energy comes out at -3.08 eV. The HOMO-LUMO gap is 0.2645 hartree. The total charge is +1. For the total energy, the calculation gives -3984.94877 Eh. Its strongest force on any atom is 2.114 eV Å⁻¹.

Structure (XYZ):
```
82
C36H33BiN4O3PS4 wB97M-V/def2-TZVPD
Bi -0.065 -0.580 -0.678
N 4.509 -0.101 4.938
C 3.262 -0.330 4.495
C 2.875 -1.613 4.082
C 1.618 -1.836 3.552
C 0.729 -0.750 3.391
C 1.075 0.511 3.920
C 2.333 0.727 4.421
S -0.702 -0.894 2.483
O -1.827 -0.911 3.390
O -0.551 -2.090 1.606
N -0.606 0.319 1.453
C -0.818 1.631 1.053
N -0.585 1.735 -0.284
C -0.538 2.950 -0.862
C -0.841 4.099 -0.105
C -1.180 3.904 1.226
N -1.129 2.670 1.823
H 5.162 -0.877 5.094
H 4.704 0.757 5.450
H 3.584 -2.421 4.144
H 1.291 -2.829 3.274
H 0.354 1.316 3.874
H 2.639 1.706 4.760
H -0.210 3.015 -1.902
H -0.832 5.081 -0.545
H -1.427 4.698 1.925
S 1.666 0.096 -2.763
P 3.064 0.017 -1.265
S 2.241 0.078 0.580
C 4.052 -1.472 -1.237
C 5.414 -1.472 -1.615
C 6.181 -2.637 -1.486
C 5.605 -3.778 -0.928
C 4.271 -3.800 -0.562
C 3.483 -2.641 -0.736
C 4.226 1.366 -1.390
C 4.512 1.920 -2.657
C 5.447 2.965 -2.764
C 6.093 3.455 -1.626
C 5.775 2.939 -0.369
C 4.877 1.869 -0.242
H 5.882 -0.589 -2.040
H 7.239 -2.654 -1.776
H 6.238 -4.657 -0.791
H 3.852 -4.692 -0.095
H 2.422 -2.652 -0.469
H 3.966 1.569 -3.536
H 5.704 3.394 -3.728
H 6.835 4.227 -1.730
H 6.248 3.330 0.526
H 4.689 1.439 0.733
O -2.586 -0.529 -0.589
S -3.411 -0.351 0.689
C -3.834 -2.119 1.056
C -4.579 -2.743 -0.054
C -5.975 -2.807 0.013
C -6.725 -3.245 -1.076
C -6.083 -3.615 -2.268
C -4.693 -3.546 -2.324
C -3.944 -3.131 -1.239
C -5.003 0.481 0.238
C -4.816 1.312 -0.992
C -4.158 2.545 -0.865
C -3.893 3.322 -1.975
C -4.338 2.928 -3.242
C -4.967 1.688 -3.371
C -5.174 0.869 -2.259
H -4.415 -2.118 1.973
H -2.864 -2.578 1.233
H -6.488 -2.533 0.945
H -7.809 -3.288 -0.928
H -6.677 -3.970 -3.112
H -4.149 -3.809 -3.238
H -2.862 -3.089 -1.307
H -5.188 1.129 1.094
H -5.814 -0.229 0.135
H -3.838 2.859 0.125
H -3.387 4.267 -1.825
H -4.201 3.575 -4.109
H -5.309 1.328 -4.342
H -5.620 -0.112 -2.395
```

Löwdin analysis output, partial charges in e:
1 Bi 1.561
2 N 0.115
3 C -0.335
4 C -0.024
5 C -0.055
6 C -0.367
7 C -0.068
8 C -0.024
9 S 0.537
10 O -0.282
11 O -0.434
12 N -0.325
13 C -0.500
14 N -0.041
15 C -0.065
16 C -0.041
17 C -0.074
18 N 0.154
19 H 0.120
20 H 0.112
21 H 0.112
22 H 0.118
23 H 0.112
24 H 0.115
25 H 0.129
26 H 0.108
27 H 0.120
28 S 0.163
29 P 0.148
30 S 0.369
31 C -0.396
32 C -0.058
33 C -0.063
34 C -0.080
35 C -0.060
36 C -0.110
37 C -0.414
38 C -0.094
39 C -0.063
40 C -0.066
41 C -0.063
42 C -0.087
43 H 0.105
44 H 0.116
45 H 0.113
46 H 0.111
47 H 0.077
48 H 0.082
49 H 0.109
50 H 0.106
51 H 0.108
52 H 0.082
53 O -0.691
54 S 1.002
55 C -0.246
56 C -0.290
57 C -0.066
58 C -0.072
59 C -0.072
60 C -0.079
61 C -0.046
62 C -0.231
63 C -0.286
64 C -0.058
65 C -0.088
66 C -0.068
67 C -0.064
68 C -0.026
69 H 0.108
70 H 0.077
71 H 0.123
72 H 0.111
73 H 0.108
74 H 0.112
75 H 0.107
76 H 0.098
77 H 0.083
78 H 0.109
79 H 0.097
80 H 0.108
81 H 0.110
82 H 0.117

=====

Among the records above, which one has the highest total charge?
C36H32N5O5RuTe

=====

Among the records above, which one has the lowest strongest force on any atom?
C36H32N3O6